No. 1
Here is a structure of composition C18H23CoGeN2O6 at a distorted geometry from OMol25. Energies are from wB97M-V/def2-TZVPD.

```
51
Properties=species:S:1:pos:R:3:mulliken_charge:R:1
Co 0.045 0.872 -0.601 0.516
O 3.746 1.199 0.810 -0.357
C 2.645 1.080 0.483 0.415
O 1.979 0.883 -0.560 -0.548
C 1.341 1.119 2.053 0.657
O 1.996 1.152 3.012 -0.375
O 0.240 1.134 1.494 -0.244
N -2.936 5.651 0.252 -0.268
C -1.618 5.133 -0.269 -0.726
C -1.571 3.602 -0.207 -0.674
N -0.334 3.035 -0.759 -0.494
H -2.923 6.671 0.274 0.377
H -3.134 5.329 1.191 0.348
H -3.709 5.372 -0.351 0.362
H -0.839 5.569 0.346 0.441
H -1.492 5.484 -1.293 0.401
H -2.393 3.181 -0.783 0.447
H -1.644 3.272 0.837 0.315
H 0.470 3.503 -0.368 0.304
H -0.300 3.207 -1.764 0.343
Ge -0.245 -1.759 -0.554 -0.154
C 0.837 -2.040 -2.160 0.636
C 0.231 -2.881 -3.101 -0.291
C 0.981 -3.482 -4.105 -0.620
C 2.346 -3.256 -4.192 -0.524
C 2.955 -2.451 -3.243 -0.691
C 2.219 -1.855 -2.219 -0.080
C 0.437 -2.264 1.164 0.693
C -0.405 -3.022 1.980 -0.223
C 0.037 -3.526 3.199 -0.629
C 1.337 -3.289 3.615 -0.611
C 2.191 -2.579 2.783 -0.667
C 1.764 -2.090 1.558 -0.123
H -1.653 -2.301 -0.788 0.013
H -0.831 -3.069 -3.045 0.436
H 0.493 -4.150 -4.812 0.402
H 2.926 -3.718 -4.980 0.417
H 4.025 -2.267 -3.271 0.428
H 2.743 -1.242 -1.500 0.182
H -1.424 -3.266 1.672 0.476
H -0.646 -4.139 3.796 0.397
H 1.691 -3.683 4.560 0.427
H 3.218 -2.414 3.077 0.451
H 2.484 -1.601 0.908 0.347
C -2.691 -0.233 1.669 -0.484
O -2.871 0.259 0.313 -0.316
C -1.887 0.123 -0.560 0.693
O -1.892 0.808 -1.570 -0.521
H -3.676 -0.429 2.086 0.349
H -2.155 0.502 2.247 0.219
H -2.107 -1.136 1.677 0.132
```

Calculated values
M   494.93 Da
E_HOMO (alpha / beta)   -13.812 / -14.356 eV
Maximum force   0.0346 hartree/bohr
Kohn-Sham gap (alpha / beta)   0.2838 / 0.2614 Eh
⟨S²⟩   6.0169
Spin multiplicity   5
E_tot   -128429.7143 eV
Total charge   +2

=====

No. 2
Here is a structure of composition C2H2N2O at a distorted geometry from OMol25. Energies are from wB97M-V/def2-TZVPD.

```
7
Properties=species:S:1:pos:R:3:mulliken_charge:R:1
C 0.299 0.644 -0.068 -0.594
C -0.783 -0.008 -0.008 0.130
H 0.403 1.643 -0.125 0.473
H -1.705 0.336 0.243 0.407
N 0.913 -1.227 -0.012 -0.112
N 1.359 -0.136 0.027 -0.198
O -0.486 -1.253 -0.057 -0.105
```

Calculated values
M   70.05 Da
E_HOMO   -10.651 eV
Maximum force   0.1681 hartree/bohr
Kohn-Sham gap   0.4262 Eh
E_tot   -7130.7082 eV
Total charge   0

=====

No. 3
Here is a cluster of 2 separate species, C3H6N3 in total at a distorted geometry from OMol25. Energies are from wB97M-V/def2-TZVPD.

```
12
Properties=species:S:1:pos:R:3:mulliken_charge:R:1
C 1.885 -0.596 -0.026 -0.010
C 0.592 1.054 0.022 0.296
C -1.626 -0.122 0.039 -0.716
N 1.859 0.718 -0.017 -0.378
N 0.635 -1.082 0.005 -0.167
N -0.199 -0.001 0.039 0.206
H 2.772 -1.201 -0.052 0.414
H -0.229 3.717 -0.141 0.135
H -2.062 0.817 0.376 0.354
H -1.993 -0.342 -0.966 0.341
H -1.938 -0.920 0.714 0.287
H 0.304 -2.042 0.007 0.239
```

Calculated values
M   84.10 Da
E_HOMO (alpha / beta)   -14.936 / -16.101 eV
Maximum force   0.0242 hartree/bohr
Kohn-Sham gap (alpha / beta)   0.2961 / 0.4333 Eh
E_tot   -7665.6926 eV
Total charge   +1

=====

No. 4
Here is a cluster of 2 separate species, CH4IPS in total at a distorted geometry from OMol25. Energies are from wB97M-V/def2-TZVPD.

```
8
Properties=species:S:1:pos:R:3:mulliken_charge:R:1
C 0.946 0.949 0.091 -0.858
P -0.887 -1.301 0.500 -0.025
S 0.560 -0.550 -0.868 -0.086
I -2.768 0.171 0.047 -0.013
H 0.989 0.530 1.050 0.324
H 0.202 1.691 -0.061 0.285
H 1.988 1.294 -0.013 0.318
H -1.030 -2.785 -0.746 0.054
```

Calculated values
M   205.99 Da
E_HOMO   -8.948 eV
Maximum force   0.0721 hartree/bohr
Kohn-Sham gap   0.3126 Eh
E_tot   -29325.4052 eV
Total charge   0

=====

No. 5
Here is a cluster of 13 separate species, H26O13 in total at a distorted geometry from OMol25. Energies are from wB97M-V/def2-TZVPD.

```
39
Properties=species:S:1:pos:R:3:mulliken_charge:R:1
H 0.182 0.395 -0.081 0.225
H -0.394 -0.811 0.671 0.290
H 2.021 -2.928 -0.698 0.284
H 3.138 -3.248 -1.662 0.250
H -1.934 -0.091 -2.004 0.256
H -2.237 -1.473 -1.551 0.046
H -5.091 0.525 -1.608 0.275
H -3.647 0.890 -1.516 0.204
H -3.377 -0.351 1.049 0.218
H -4.232 -1.630 0.766 0.203
H -2.076 -4.150 -0.826 0.305
H -1.106 -3.229 -1.262 0.275
H 5.715 0.010 -1.183 0.296
H 4.332 0.684 -0.754 0.287
H 1.549 2.683 -1.060 0.238
H 2.648 1.985 -0.509 0.297
H -1.793 1.551 -0.900 0.353
H -1.754 1.696 -2.399 0.288
H 2.664 3.600 1.471 0.304
H 2.587 2.032 1.854 0.268
H 4.509 -1.719 1.394 0.257
H 4.006 -3.121 1.580 0.273
H -0.086 3.489 0.512 0.351
H -0.709 4.983 0.240 0.303
H -3.594 -0.664 3.728 0.341
H -2.733 -0.954 2.659 0.269
O 0.276 -0.519 0.040 -0.558
O 2.899 -2.954 -0.767 -0.520
O -2.260 -0.522 -1.238 -0.206
O -4.300 0.460 -0.959 -0.467
O -3.843 -0.896 0.389 -0.469
O -1.169 -3.870 -0.611 -0.581
O 5.023 0.133 -0.492 -0.574
O 2.299 2.872 -0.607 -0.547
O -1.194 1.471 -1.645 -0.681
O 2.237 2.678 1.244 -0.573
O 3.796 -2.252 1.141 -0.539
O -0.925 4.039 0.238 -0.646
O -2.662 -0.658 3.528 -0.595
```

Calculated values
M   234.19 Da
E_HOMO   -8.893 eV
Maximum force   0.1441 hartree/bohr
Kohn-Sham gap   0.3286 Eh
E_tot   -27031.4147 eV
Total charge   0

=====

No. 6
Here is a structure of composition C43H51BrLaN4PS4 from OMol25. Energies are from wB97M-V/def2-TZVPD.

```
105
Properties=species:S:1:pos:R:3:mulliken_charge:R:1
La 0.764 -0.886 0.902 1.213
S -0.435 -2.154 3.123 -0.641
C -1.860 -1.141 3.355 0.648
C -3.084 -1.743 3.687 -0.760
C -4.228 -1.002 3.931 -0.573
C -4.198 0.386 3.858 -0.818
C -3.000 1.010 3.555 -0.588
C -1.849 0.265 3.293 0.507
S -0.339 1.150 2.950 -0.481
C -0.882 2.084 1.472 -0.345
C 0.200 2.594 0.564 0.382
C 0.035 3.848 -0.002 -0.917
C 0.946 4.285 -0.944 -1.200
C 2.017 3.472 -1.263 -1.033
C 2.142 2.238 -0.633 0.495
C 3.427 1.468 -0.880 -1.092
S 3.511 -0.278 -0.394 0.063
C 3.359 -1.146 -1.952 0.509
C 3.997 -0.678 -3.100 -0.513
C 3.909 -1.373 -4.294 -0.863
C 3.206 -2.573 -4.328 -0.572
C 2.609 -3.060 -3.178 -0.749
C 2.665 -2.366 -1.958 0.351
S 1.906 -3.067 -0.533 -0.596
N 1.231 1.791 0.236 2.017
H -3.112 -2.824 3.740 0.430
H -5.155 -1.511 4.174 0.371
H -5.087 0.973 4.057 0.400
H -2.946 2.094 3.530 0.445
H -1.437 1.347 0.895 -1.243
H -1.527 2.903 1.782 1.288
H -0.807 4.464 0.293 0.548
H 0.828 5.251 -1.419 0.495
H 2.766 3.787 -1.979 0.587
H 4.211 1.963 -0.307 0.174
H 3.700 1.552 -1.927 0.620
H 4.589 0.230 -3.069 0.543
H 4.398 -0.990 -5.183 0.400
H 3.134 -3.134 -5.254 0.369
H 2.071 -4.001 -3.191 0.436
Br 4.553 6.887 2.049 -0.192
C 4.064 5.072 2.275 -0.018
C 4.985 4.078 2.003 -0.526
C 4.609 2.750 2.154 -0.417
C 3.319 2.411 2.564 -0.675
C 2.415 3.428 2.846 -0.102
C 2.787 4.757 2.707 -0.764
N 2.951 1.034 2.606 0.760
C 3.581 0.318 3.434 -0.482
C 3.503 -1.159 3.508 0.674
C 4.305 -1.775 4.453 -1.035
C 4.351 -3.160 4.507 -0.508
C 3.594 -3.869 3.603 -1.089
C 2.811 -3.169 2.694 -0.219
N 2.749 -1.840 2.637 0.449
H 5.983 4.333 1.672 0.455
H 5.312 1.956 1.921 0.493
H 1.419 3.184 3.194 0.602
H 2.080 5.545 2.930 0.468
H 4.277 0.774 4.143 0.311
H 4.889 -1.170 5.135 0.457
H 4.973 -3.665 5.235 0.427
H 3.597 -4.951 3.586 0.440
H 2.205 -3.714 1.988 0.485
C -2.551 -3.279 -0.280 -1.371
C -3.369 -2.118 -0.878 2.372
C -4.278 -1.611 0.256 -1.711
C -4.259 -2.646 -2.008 -1.998
P -2.192 -0.705 -1.325 -0.989
N -1.163 -0.400 -0.188 0.284
C -1.343 -1.137 -2.984 2.470
C -0.797 -2.574 -2.887 -1.704
C -2.213 -1.073 -4.245 -2.008
C -0.123 -0.204 -3.171 -1.915
C -3.249 0.839 -1.640 2.638
C -3.635 1.472 -0.271 -1.219
C -4.527 0.641 -2.473 -2.113
C -2.352 1.871 -2.351 -2.094
H -3.215 -3.903 0.329 0.501
H -1.765 -2.920 0.379 0.043
H -2.103 -3.919 -1.042 0.306
H -4.867 -2.454 0.634 0.714
H -4.977 -0.838 -0.067 0.099
H -3.688 -1.230 1.091 -0.006
H -4.908 -3.425 -1.590 0.520
H -3.693 -3.104 -2.817 0.344
H -4.904 -1.880 -2.435 0.283
H -1.586 -3.322 -2.921 0.272
H -0.200 -2.736 -1.991 0.141
H -0.146 -2.750 -3.750 0.694
H -3.098 -1.709 -4.174 0.287
H -1.614 -1.445 -5.086 0.537
H -2.532 -0.064 -4.502 0.318
H 0.321 0.070 -2.214 0.252
H -0.389 0.721 -3.690 0.284
H 0.647 -0.711 -3.764 0.466
H -3.472 0.825 0.585 -0.128
H -4.691 1.761 -0.276 0.405
H -3.054 2.381 -0.095 0.354
H -5.296 0.102 -1.919 0.426
H -4.355 0.118 -3.410 0.244
H -4.940 1.626 -2.717 0.578
H -1.373 1.945 -1.865 0.159
H -2.834 2.855 -2.293 0.660
H -2.200 1.646 -3.406 0.302
```

Calculated values
M   1001.96 Da
E_HOMO   -7.130 eV
Maximum force   0.0160 hartree/bohr
Kohn-Sham gap   0.2447 Eh
E_tot   -174915.9800 eV
Total charge   0

=====

No. 7
Here is an isolated molecule of C12H13N5O3S at a distorted geometry from OMol25. Energies are from wB97M-V/def2-TZVPD.

```
34
Properties=species:S:1:pos:R:3:mulliken_charge:R:1
C -4.377 -2.987 0.152 -0.689
O -4.173 -1.591 -0.007 -0.327
C -2.936 -1.148 0.228 1.192
O -2.039 -1.906 0.558 -0.761
C -2.796 0.308 0.050 0.043
C -3.909 1.059 -0.338 -0.556
C -3.822 2.423 -0.509 -0.704
C -2.609 3.064 -0.293 -0.496
C -1.494 2.348 0.090 -0.634
C -1.565 0.965 0.267 0.285
N -0.464 0.214 0.650 -0.067
C 0.795 0.630 0.956 0.552
O 1.193 1.771 0.922 -0.640
C 1.709 -0.532 1.318 -0.831
S 2.632 -1.004 -0.190 -0.188
C 4.167 -0.318 0.204 0.436
N 4.594 0.114 1.374 -0.151
N 5.838 0.517 1.178 -0.570
N 6.203 0.358 -0.023 -0.335
N 5.174 -0.171 -0.695 0.564
C 5.206 -0.494 -2.087 -0.847
H -4.172 -3.286 1.182 0.301
H -3.716 -3.546 -0.514 0.302
H -5.418 -3.171 -0.099 0.231
H -4.845 0.548 -0.501 0.464
H -4.691 2.988 -0.808 0.401
H -2.533 4.133 -0.424 0.406
H -0.555 2.847 0.259 0.545
H -0.678 -0.785 0.715 0.218
H 1.166 -1.412 1.655 0.475
H 2.462 -0.221 2.042 0.435
H 6.137 -0.105 -2.494 0.313
H 5.164 -1.575 -2.226 0.308
H 4.354 -0.037 -2.592 0.323
```

Calculated values
M   307.33 Da
E_HOMO   -8.906 eV
Maximum force   0.0336 hartree/bohr
Kohn-Sham gap   0.3307 Eh
E_tot   -37082.8343 eV
Total charge   0

=====

No. 8
Here is a structure of composition C44H47N9OPS3SbTi at a distorted geometry from OMol25. Energies are from wB97M-V/def2-TZVPD.

```
107
Properties=species:S:1:pos:R:3:mulliken_charge:R:1
Ti -0.150 0.116 0.343 -0.499
N -3.779 -1.864 0.559 0.034
C -3.192 -2.825 1.367 -1.586
C -1.906 -2.419 1.557 -0.630
N -1.697 -1.232 0.892 2.572
C -2.832 -0.936 0.299 -0.505
C -2.905 0.255 -0.556 -0.564
N -1.815 0.950 -0.768 0.945
C -2.182 2.023 -1.539 -0.821
C -3.520 1.955 -1.799 -0.927
N -3.976 0.818 -1.159 0.055
H -4.726 -1.877 0.224 0.172
H -3.739 -3.671 1.734 0.492
H -1.123 -2.882 2.134 0.410
H -1.470 2.772 -1.839 0.518
H -4.176 2.596 -2.355 0.437
H -4.927 0.495 -1.142 0.148
S 1.430 -1.757 0.438 0.077
C 3.028 -1.057 0.415 0.614
C 4.142 -1.891 0.318 -1.767
C 5.429 -1.381 0.357 0.409
C 6.548 -2.285 0.252 -0.485
N 7.422 -3.022 0.154 -0.598
C 5.622 -0.002 0.503 0.752
C 4.520 0.835 0.582 -1.091
C 3.222 0.335 0.518 1.500
S 1.864 1.457 0.615 -0.698
C 6.946 0.562 0.589 -0.463
N 7.993 1.025 0.672 -0.585
H 4.001 -2.960 0.228 0.554
H 4.673 1.899 0.700 0.535
S -1.135 2.042 1.797 -0.707
Sb 0.125 0.684 3.308 1.979
C 2.027 -0.133 3.774 0.757
C 3.058 0.733 4.138 -0.662
C 4.351 0.255 4.289 -0.773
C 4.627 -1.090 4.088 -0.542
C 3.603 -1.959 3.747 -0.950
C 2.311 -1.480 3.578 -0.228
C -1.251 -0.630 4.253 0.901
C -0.834 -1.712 5.022 -0.717
C -1.765 -2.569 5.595 -0.780
C -3.121 -2.343 5.412 -0.555
C -3.543 -1.255 4.661 -0.577
C -2.615 -0.406 4.080 -0.700
C 0.157 2.194 4.824 0.630
C -0.523 2.039 6.025 -0.442
C -0.576 3.083 6.943 -0.781
C 0.047 4.287 6.667 -0.491
C 0.725 4.452 5.466 -0.755
C 0.769 3.416 4.547 -0.530
H 2.867 1.785 4.301 0.318
H 5.148 0.936 4.556 0.443
H 5.639 -1.458 4.194 0.392
H 3.813 -3.009 3.585 0.444
H 1.535 -2.165 3.258 0.320
H 0.221 -1.889 5.188 0.560
H -1.430 -3.406 6.193 0.410
H -3.846 -3.005 5.866 0.382
H -4.601 -1.064 4.534 0.402
H -2.938 0.443 3.485 0.388
H -1.012 1.104 6.266 0.413
H -1.111 2.949 7.874 0.393
H 0.003 5.098 7.382 0.378
H 1.208 5.394 5.240 0.407
H 1.264 3.577 3.595 0.379
O -0.643 -1.095 -1.790 1.176
P 0.142 -1.855 -2.816 -2.039
N -0.670 -1.830 -4.268 0.462
C -1.352 -0.601 -4.665 -0.166
C -1.809 -0.911 -6.088 -0.706
C -2.051 -2.435 -6.088 -0.639
C -1.512 -2.931 -4.736 -0.525
N 0.347 -3.442 -2.457 0.492
C -0.677 -4.129 -1.651 0.221
C -0.076 -5.510 -1.429 -0.995
C 1.405 -5.190 -1.262 -0.533
C 1.655 -4.115 -2.318 -0.139
N 1.646 -1.234 -3.062 1.094
C 2.420 -1.599 -4.255 -0.719
C 3.769 -0.929 -3.999 -0.956
C 3.433 0.300 -3.130 -0.091
C 1.930 0.191 -2.843 0.060
H -0.686 0.261 -4.601 0.253
H -2.205 -0.408 -3.999 -0.064
H -1.017 -0.655 -6.791 0.262
H -2.695 -0.341 -6.366 0.416
H -1.523 -2.909 -6.914 0.263
H -3.107 -2.681 -6.195 0.345
H -0.936 -3.850 -4.811 0.308
H -2.345 -3.111 -4.043 0.186
H -1.634 -4.162 -2.175 0.323
H -0.818 -3.605 -0.698 -0.488
H -0.236 -6.139 -2.307 0.333
H -0.510 -6.011 -0.564 0.405
H 2.057 -6.054 -1.390 0.526
H 1.573 -4.764 -0.272 -0.006
H 1.956 -4.562 -3.270 0.410
H 2.418 -3.405 -2.002 -0.034
H 1.933 -1.205 -5.156 0.346
H 2.498 -2.679 -4.367 0.425
H 4.270 -0.668 -4.931 0.393
H 4.422 -1.609 -3.452 0.280
H 3.666 1.238 -3.632 0.552
H 3.994 0.277 -2.196 -0.312
H 1.354 0.813 -3.542 0.527
H 1.687 0.490 -1.824 -0.758
```

Calculated values
M   1014.72 Da
E_HOMO (alpha / beta)   -5.868 / -7.097 eV
Maximum force   0.0230 hartree/bohr
Kohn-Sham gap (alpha / beta)   0.1936 / 0.2381 Eh
⟨S²⟩   2.0141
Spin multiplicity   3
E_tot   -133301.1628 eV
Total charge   0